Model w:
# C6H7N3

An isolated molecule of C6H7N3 (ωB97M-V/def2-TZVPD, OMol25).

Structure (XYZ):
```
16
Properties=species:S:1:pos:R:3:nbo_charge:R:1
N -0.13142 2.32786 -0.12403 -0.665
N 0.08003 -1.32845 0.05694 -0.188
N -1.20460 -1.53913 0.04715 -0.347
C 0.51932 -0.08959 0.12424 0.084
C 2.89949 -0.63182 -0.19742 -0.331
C 1.95751 0.18762 0.24501 -0.243
C -0.37995 1.07277 -0.03670 0.179
C -2.17253 -0.59398 -0.03435 -0.016
C -1.80069 0.72333 -0.04028 -0.272
H 2.27621 1.13218 0.68710 0.211
H 0.86830 2.46443 0.04864 0.319
H 2.62754 -1.56386 -0.70232 0.203
H -3.21319 -0.90421 -0.08005 0.223
H -2.53000 1.53946 0.04389 0.240
H -1.33203 -2.52390 -0.07949 0.402
H 3.95614 -0.37604 -0.14114 0.201
```

M: 121.14 g/mol
net charge: 0
Kohn-Sham gap: 8.41 eV

Model x:
# C6H7N3

An isolated molecule of C6H7N3 (ωB97M-V/def2-TZVPD, OMol25).

Structure (XYZ):
```
16
Properties=species:S:1:pos:R:3:nbo_charge:R:1
N -1.42043 0.92864 -0.47818 -0.465
N 2.93230 -1.22589 -0.30210 -0.339
N -2.32939 -0.11003 -0.59176 -0.230
C 2.23969 -0.27287 -0.39572 0.273
C 1.26084 0.80895 -0.39294 -0.385
C -0.60482 -1.05263 0.71299 -0.514
C -0.22957 0.39777 0.24014 0.165
C -1.98288 -1.13912 0.03578 0.042
C 0.61734 1.45503 0.97029 -0.387
H 0.02772 2.40462 0.69532 0.241
H -2.75618 -2.03772 0.27824 0.214
H 0.07151 -2.06206 0.61324 0.274
H 1.37981 1.36807 -1.30954 0.248
H -1.17934 1.47733 -1.37023 0.388
H -0.79727 -0.83597 1.81548 0.236
H 1.17278 1.35390 1.85860 0.240
```

M: 121.14 g/mol
net charge: 0
Kohn-Sham gap: 9.65 eV

Most stable pick: model w. Distance to second place: 0.0694 hartree.

Model w:
# C7H6O

A structure of composition C7H6O (ωB97M-V/def2-TZVPD, OMol25).

Structure (XYZ):
```
14
Properties=species:S:1:pos:R:3:nbo_charge:R:1
O -1.39882 -0.79432 -0.74204 -0.513
C -0.50293 0.63766 0.61092 -0.313
C -0.05971 -0.39850 -0.39152 0.348
C 2.18037 0.06826 0.20564 0.006
C 1.67602 1.13186 -0.18404 -0.047
C 0.32328 1.12134 -0.61592 -0.314
C 1.68186 -1.32280 0.10098 -0.421
C -1.91973 0.19477 0.14928 -0.074
H -2.59522 -0.17740 0.87247 0.182
H -0.45966 0.78641 1.68110 0.248
H 0.04153 1.67732 -1.47665 0.241
H -2.65435 0.75598 -0.47942 0.183
H 1.51354 -1.74430 1.06070 0.223
H 2.17383 -1.93629 -0.79151 0.249
```

M: 106.12 g/mol
net charge: 0
Kohn-Sham gap (spin up / spin down): 8.69 / 8.69 eV

Model x:
# C7H6O

A structure of composition C7H6O (ωB97M-V/def2-TZVPD, OMol25).

Structure (XYZ):
```
14
Properties=species:S:1:pos:R:3:nbo_charge:R:1
O 1.04684 3.10394 -1.34289 -0.470
C 0.36028 -1.56093 -1.45162 -0.242
C -0.66757 1.28516 0.97222 -0.633
C -0.39946 -0.10877 0.50471 -0.179
C 0.60199 0.66404 -1.69237 -0.416
C 0.14001 -0.34623 -0.66217 -0.042
C 0.75660 1.96929 -1.44816 0.663
C 0.62760 -1.02232 -2.62323 -0.038
H -1.66793 1.66999 0.65442 0.222
H 0.54366 -1.05092 -3.73988 0.249
H 0.07727 1.87813 0.52083 0.210
H -0.79454 -0.96826 1.10461 0.205
H -0.77711 1.39281 2.03345 0.227
H 0.29478 -2.68833 -1.16742 0.244
```

M: 106.12 g/mol
net charge: 0
Kohn-Sham gap: 8.16 eV

Most stable pick: model x. Distance to second place: 0.1254 hartree.

Model w:
# C4H8N3O

A structure of composition C4H8N3O (ωB97M-V/def2-TZVPD, OMol25).

Structure (XYZ):
```
16
Properties=species:S:1:pos:R:3:nbo_charge:R:1
O -1.98976 1.13483 0.20864 -0.270
N -0.81751 0.59928 0.71837 -0.033
N -1.90240 -0.86121 -0.55065 -0.274
N -0.95329 -0.70351 0.45053 0.017
C -2.46292 0.25460 -0.70942 0.383
C -0.01628 -1.59589 0.81093 -0.102
C 1.89291 -0.11923 -0.13293 -0.224
C 1.33834 1.14183 -0.26840 -0.668
H 2.49478 -0.35720 0.74614 0.230
H 0.90322 -1.13196 1.22284 0.240
H 1.17508 1.40505 -1.34149 0.274
H -3.26406 0.53641 -1.39351 0.268
H 1.69788 2.00610 0.43001 0.297
H -0.15630 -2.66754 0.79354 0.270
H 0.16418 1.09919 0.11267 0.337
H 1.89613 -0.74075 -1.09727 0.254
```

M: 114.13 g/mol
net charge: +1
Kohn-Sham gap: 8.81 eV

Model x:
# C4H8N3O

A cluster of 2 separate species, C4H8N3O in total (ωB97M-V/def2-TZVPD, OMol25).

Structure (XYZ):
```
16
Properties=species:S:1:pos:R:3:nbo_charge:R:1
O -1.56744 1.28678 -0.91841 -0.518
N 1.76840 -0.76274 -1.53302 -0.467
N 0.49733 2.31134 -0.74233 -0.709
N 0.03205 -0.41687 0.06230 -0.405
C 0.21607 0.22132 1.35676 -0.420
C -0.50570 1.72456 -0.70046 0.818
C -1.15799 -1.24499 0.02970 -0.423
C 1.06749 -0.75755 -0.59243 0.771
H -1.08832 -2.21429 0.64696 0.237
H 1.17288 0.62825 1.50570 0.229
H -0.46820 1.07181 1.51237 0.248
H 2.24271 -1.43697 -2.11675 0.476
H -0.05924 -0.53723 2.06638 0.237
H -1.35242 -1.50795 -1.01248 0.247
H -1.98949 -0.61430 0.42682 0.268
H 1.19187 2.24883 0.00890 0.411
```

M: 114.13 g/mol
net charge: +1
Kohn-Sham gap: 10.49 eV

Most stable pick: model x. Distance to second place: 0.1753 hartree.

Model w:
# C2H6N4O2

An isolated molecule of C2H6N4O2 (ωB97M-V/def2-TZVPD, OMol25).

Structure (XYZ):
```
14
Properties=species:S:1:pos:R:3:nbo_charge:R:1
O 3.14167 -0.82428 0.14452 -0.554
O -2.19742 -1.66587 -0.03937 -0.553
N -2.13886 0.73657 0.56882 -0.819
N -1.11788 -0.93153 -0.47617 -0.308
N 0.08312 1.09032 -0.26443 -0.626
N 1.79847 -0.47391 0.26530 -0.256
C 1.37289 0.63813 -0.22736 0.218
C -1.09910 0.32885 -0.06476 0.543
H 0.02005 1.91175 -0.80670 0.409
H 2.10986 1.30398 -0.68024 0.172
H -2.77646 -0.94207 0.33665 0.503
H 3.24727 -1.38074 0.92157 0.479
H -0.20345 -1.47054 -0.56875 0.417
H -2.24016 1.67933 0.89093 0.374
```

M: 118.10 g/mol
net charge: 0
Kohn-Sham gap: 9.47 eV

Model x:
# C2H6N4O2

A structure of composition C2H6N4O2 (ωB97M-V/def2-TZVPD, OMol25).

Structure (XYZ):
```
14
Properties=species:S:1:pos:R:3:nbo_charge:R:1
O 1.97794 0.02256 1.61949 -0.548
O -2.38692 0.60976 -0.41247 -0.584
N 0.12358 -2.13867 -0.24389 -0.632
N -1.23559 0.39716 -1.33950 -0.302
N 0.68049 1.23089 -1.26154 -0.624
N 0.80814 -0.60623 1.46545 -0.332
C -0.10009 0.33852 -0.79012 0.304
C 0.20052 -0.80364 0.11726 0.348
H 1.58351 1.06089 -0.73794 0.348
H -0.62847 -2.36713 -0.87367 0.356
H -2.55408 1.76849 -0.01835 0.445
H 1.69462 0.59263 2.46741 0.476
H -1.15113 1.38116 -1.88189 0.384
H 0.98747 -1.48640 1.88975 0.362
```

M: 118.10 g/mol
net charge: 0
Kohn-Sham gap: 9.60 eV

Most stable pick: model w. Distance to second place: 0.1389 hartree.